ORCA calculation (wB97M-V/def2-TZVPD) on 8 unconnected molecules or ions with the total composition C24H69O29P5S3 in a non-equilibrium geometry.

Each line ends with the Löwdin charge.
Atoms and positions in Å:
C 2.66342 -5.00826 2.07337  -0.0837
C 3.08717 -4.94272 0.62323  -0.2004
O 1.92914 -5.37262 -0.25798  -0.3136
S 2.14965 -6.47499 -1.41490  0.6962
C 0.46894 -6.21088 -2.22348  -0.0928
O 3.22198 -5.91949 -2.30617  -0.3443
O 2.28745 -7.79800 -0.75117  -0.3198
H 1.85114 -4.32148 2.31133  0.0783
H 3.48804 -4.62123 2.67196  0.0787
H 2.51199 -6.02926 2.42371  0.0834
H 3.26393 -3.89447 0.38236  0.1185
H 3.97048 -5.57156 0.51169  0.1189
H -0.08994 -6.98028 -1.69076  0.0517
H 0.38695 -6.50522 -3.26977  0.0647
H -0.03384 -5.25867 -2.05436  0.0645
C 1.49561 7.20699 -3.70826  -0.0570
C 2.24646 8.01142 -2.55142  -0.2650
O 3.66267 8.03338 -2.83143  -0.2745
S 4.60672 7.91863 -1.43081  0.6903
C 4.37544 9.61542 -0.92985  -0.1241
O 3.99473 7.12987 -0.36788  -0.3038
O 6.03839 7.81949 -1.80357  -0.3058
H 1.47870 7.64060 -4.70815  0.0655
H 0.45751 7.31006 -3.39230  0.0680
H 1.81024 6.17776 -3.88089  0.0733
H 1.82010 9.01386 -2.58932  0.1100
H 1.91853 7.61305 -1.59128  0.1083
H 3.46295 9.63031 -0.33383  0.0715
H 4.31918 10.15811 -1.87347  0.0732
H 5.30938 9.75902 -0.38650  0.0699
C 9.40032 1.39727 -1.71409  -0.0611
C 10.90721 1.28626 -1.63090  -0.3301
O 11.34469 -0.00156 -1.33257  -0.2710
S 12.20478 -0.29758 0.05870  0.6892
C 12.58209 -2.11345 0.19271  -0.0842
O 13.50918 0.41113 -0.09548  -0.3278
O 11.29992 0.13476 1.08161  -0.2996
H 8.81504 1.20177 -0.81558  0.0866
H 9.17317 0.85450 -2.63165  0.0771
H 9.16850 2.43935 -1.93417  0.0785
H 11.53423 1.73222 -2.40295  0.1284
H 11.16736 1.97760 -0.82935  0.1083
H 13.11862 -2.25878 1.13032  0.0756
H 12.99343 -2.32402 -0.79449  0.0670
H 11.62755 -2.62723 0.30672  0.0631
C -7.80970 -9.84098 0.40808  -0.1963
O -6.92484 -9.07703 -0.24165  -0.1808
P -7.09697 -7.46798 -0.09412  0.4778
O -5.86794 -6.79526 -0.54987  -0.2362
O -8.43113 -7.09134 -0.82669  -0.2083
C -8.60430 -7.14275 -2.18143  -0.1205
O -7.56079 -7.17062 1.50741  -0.2541
C -6.73694 -6.35098 2.37486  -0.0890
H -8.69139 -9.99119 -0.21495  0.0930
H -8.10259 -9.54803 1.41630  0.0896
H -7.41478 -10.84198 0.58169  0.0937
H -7.62382 -7.27405 -2.63916  0.0939
H -9.01424 -6.18970 -2.51566  0.0959
H -9.33234 -7.92411 -2.39951  0.0968
H -6.92590 -6.68591 3.39477  0.0870
H -7.04894 -5.30683 2.39792  0.0805
H -5.72996 -6.35849 1.95768  0.0772
C -5.25005 8.02095 -8.30735  -0.1684
O -5.42283 6.84379 -7.69940  -0.2097
P -6.60677 6.60132 -6.66965  0.4459
O -6.86175 7.70524 -5.70042  -0.2386
O -7.91995 6.35326 -7.61666  -0.2151
C -7.94121 5.68246 -8.86481  -0.1150
O -6.27138 5.16630 -6.04521  -0.2086
C -5.56474 5.01776 -4.84029  -0.1106
H -4.99568 7.82365 -9.34872  0.0930
H -4.36958 8.44902 -7.82816  0.1005
H -6.10412 8.69668 -8.35276  0.1013
H -8.83215 5.05547 -8.83009  0.0906
H -7.06903 5.16958 -9.27021  0.0910
H -8.11059 6.45190 -9.61806  0.0837
H -6.22126 4.64952 -4.05195  0.0902
H -5.36114 6.03975 -4.52061  0.0780
H -4.68534 4.37376 -4.83940  0.0917
C -3.73678 -3.36952 17.81221  -0.1450
O -2.56374 -2.83995 17.27705  -0.2243
P -2.73260 -1.43963 16.39980  0.5041
O -4.08547 -0.77684 16.49209  -0.2572
O -1.49057 -0.44011 16.91313  -0.2316
C -0.30170 -0.87836 17.51803  -0.1331
O -2.26087 -1.87966 14.98792  -0.1911
C -2.45582 -1.01295 13.88492  -0.1111
H -3.84359 -4.38113 17.42061  0.0919
H -4.67283 -2.87731 17.54833  0.0765
H -3.64345 -3.25697 18.89235  0.0939
H -0.04689 -1.90230 17.24470  0.0840
H -0.38006 -0.77856 18.60062  0.0877
H 0.53015 -0.25063 17.19854  0.0862
H -2.95940 -0.05714 14.02957  0.0965
H -3.02218 -1.52256 13.10540  0.0853
H -1.59916 -0.89131 13.22202  0.0874
C 1.63265 1.16062 0.41611  -0.0953
O 0.82567 0.40144 1.32030  -0.2616
P -0.64155 0.95622 1.83303  0.4799
O -0.49014 2.32654 2.36483  -0.2357
O -1.70039 0.70043 0.61772  -0.2148
C -1.97754 -0.59605 -0.02195  -0.0860
O -1.06538 -0.20243 2.90399  -0.2202
C -0.67089 -0.08587 4.26058  -0.1294
H 2.62864 1.17174 0.85883  0.0914
H 1.18574 2.12170 0.16176  0.0880
H 1.63494 0.53861 -0.47899  0.0836
H -1.52423 -1.52860 0.31415  0.0848
H -1.82667 -0.53717 -1.09984  0.0826
H -3.01243 -0.93718 0.00537  0.0796
H -0.67939 0.90780 4.70850  0.0816
H 0.40992 -0.22045 4.30317  0.0830
H -1.08403 -0.72562 5.04041  0.0882
C -0.65335 0.59658 -8.55093  -0.0961
O 0.66613 0.95944 -9.03130  -0.2101
P 1.89713 0.44022 -8.13511  0.3866
O 1.73803 0.85810 -6.73582  -0.2311
O 3.22599 0.94043 -8.84461  -0.2028
C 3.89766 2.10222 -8.41308  -0.1026
O 1.99531 -1.13288 -8.46425  -0.2080
C 3.09446 -1.73517 -7.86425  -0.1385
H -1.07291 1.54600 -8.21824  0.0891
H -0.63473 -0.13068 -7.73922  0.0818
H -1.37284 0.18235 -9.25723  0.0845
H 4.84287 1.85955 -7.92750  0.0912
H 3.26474 2.63436 -7.70291  0.0836
H 4.19441 2.78628 -9.20815  0.0882
H 3.43992 -1.41943 -6.87985  0.0940
H 3.81306 -1.61622 -8.67516  0.0968
H 2.78909 -2.75223 -7.61845  0.0936

The energy is -6039.28855 hartree. The calculation puts the gap between HOMO and LUMO at 10.7 eV. For the largest force on an atom, the calculation gives 4.4 eV/A.